This record from OMol25 describes a structure of composition C25H34N4O2S in a non-equilibrium geometry. The level of theory is wB97M-V/def2-TZVPD.

The geometry in ORCA input format:
```
! wB97M-V def2-TZVPD RIJCOSX def2/J DEFGRID3
* xyz 0 1
C -2.304 -0.169 -1.882
C 4.855 -5.081 -1.320
H 4.016 2.518 0.727
C -4.738 -0.385 0.649
H 3.744 -0.555 -0.923
C 3.094 2.697 0.119
N 5.439 -4.988 -0.086
H -0.184 1.504 -0.464
C 0.705 2.164 -0.593
C -3.794 -0.103 6.460
C -4.854 0.340 4.526
H 7.404 -4.563 0.630
H 3.149 -0.957 2.093
N -5.461 -0.725 5.138
H -0.565 2.998 -4.451
S 3.336 5.922 -2.207
C -4.319 -1.758 1.289
H 1.451 0.799 2.183
H 4.041 0.490 1.330
H 4.185 -1.978 0.146
H 3.809 -5.325 -1.420
H 7.983 -4.320 -2.009
H -4.765 -2.594 0.686
C -3.408 0.579 -1.048
H -3.013 2.323 -3.303
H 4.969 -5.128 0.791
C -2.281 0.166 -3.427
H 1.096 -0.119 0.674
N 1.802 5.278 -2.505
C 3.406 -1.192 -0.062
H -3.198 -1.879 1.306
N 3.927 4.839 -1.083
H -2.542 -1.275 -1.800
H -5.144 -1.816 6.945
C -0.775 3.412 -2.313
H -3.780 1.534 -1.499
C -4.818 -1.004 6.315
O -5.220 0.511 1.293
H -0.801 4.474 -2.690
C 5.815 -4.818 -2.263
H -3.149 1.571 5.118
H -6.256 -1.225 4.778
H -1.263 -0.064 -1.458
H 5.664 -4.811 -3.332
H -2.400 1.775 -4.893
H -1.649 3.155 -1.660
C 1.756 4.178 -1.678
C 0.581 3.258 -1.529
C 1.937 1.835 0.231
H -2.942 0.861 -0.053
H -3.105 -0.061 7.288
C -0.784 2.364 -3.538
H -5.213 0.711 3.580
C 2.993 3.865 -0.826
H -4.726 -1.769 2.333
C 6.765 -4.676 -0.231
H -1.357 -0.342 -3.845
O -4.569 -0.239 -0.738
C 3.214 -0.262 1.202
H -3.148 -0.319 -3.968
H 0.067 1.633 -3.473
C -3.818 0.750 5.325
C -2.200 1.699 -3.780
H 2.459 -1.709 -0.387
C 7.027 -4.561 -1.572
C 1.856 0.571 1.156
*
```

## Properties
energy relative to the best compared isomer or geometry (same formula, charge and spin) = 5.462 eV
electronic energy = -47364.02120 eV
orbital gap = 7.47 eV


This record from OMol25 describes an isolated molecule of C25H34N4O4 in a non-equilibrium geometry. The level of theory is wB97M-V/def2-TZVPD.

The geometry in ORCA input format:
```
! wB97M-V def2-TZVPD RIJCOSX def2/J DEFGRID3
* xyz 0 1
H -9.398 -0.494 -0.569
C 6.766 -0.629 0.178
H -0.155 -2.172 -0.613
C -9.185 0.135 0.300
H 9.913 -2.777 -0.444
C 4.126 1.713 0.613
H 7.812 2.008 0.434
C -1.041 -0.385 -1.409
O -1.748 1.821 -0.736
C -0.005 -0.647 0.872
H -4.433 0.724 1.433
H 3.718 3.489 -0.482
H -5.078 1.422 -1.479
N -3.371 0.313 -1.029
C 9.066 -0.815 -0.464
C -0.770 -1.349 -0.245
H 0.525 1.690 -0.254
H -9.492 0.092 2.433
C 5.534 0.087 0.440
H 0.900 -0.538 -2.300
H -10.825 -0.584 1.482
O -7.775 0.337 0.392
H 0.173 -1.355 1.686
H -5.927 1.500 0.850
C 1.069 0.820 -0.653
H -3.864 2.233 -0.450
N 4.433 -0.467 0.865
H 4.305 3.757 1.159
C -3.950 -0.981 -1.305
H -9.327 -1.503 1.682
H -0.610 0.190 1.269
H -3.194 -1.708 -1.588
C -2.061 0.680 -1.022
H -1.697 -1.761 0.155
C 2.129 0.288 1.447
H -4.662 -0.875 -2.135
C 7.854 -2.786 0.154
H -4.016 -1.645 0.760
H 9.986 -0.352 -0.794
C 0.294 0.240 -1.832
H 9.054 1.733 -0.795
C 6.734 -2.013 0.375
H 7.343 1.780 -1.242
C -4.374 1.290 -0.650
N -5.692 -0.501 0.337
O -7.443 -1.810 -0.246
H 5.805 -2.451 0.703
H 0.115 1.033 -2.560
C 9.028 -2.183 -0.268
N 1.274 -0.189 0.372
H 2.171 -0.497 2.206
H 2.047 1.152 -1.006
C 3.669 3.123 0.543
H -1.436 -0.942 -2.266
C 7.952 -0.014 -0.249
C -4.713 -1.482 -0.070
H -5.238 -2.412 -0.295
C 3.522 0.541 0.981
C -5.130 0.807 0.592
C -7.009 -0.743 0.121
H 7.815 -3.853 0.310
H -9.599 1.134 0.148
H 2.643 3.194 0.893
C -9.744 -0.507 1.561
O 5.407 1.422 0.271
H 1.726 1.209 1.911
C 8.050 1.462 -0.477
*
```

## Properties
energy relative to the best compared isomer or geometry (same formula, charge and spin) = 0.081 eV
electronic energy = -40628.84420 eV
orbital gap = 8.73 eV
SMILES = CCOC(=O)N1CCN(C(=O)C2CCN(Cc3nc(-c4ccccc4C)oc3C)CC2)CC1


This record from OMol25 describes a structure of composition C25H35AgN2PSi2 in a non-equilibrium geometry. The level of theory is wB97M-V/def2-TZVPD.

The geometry in ORCA input format:
```
! wB97M-V def2-TZVPD RIJCOSX def2/J DEFGRID3
* xyz -1 1
H -3.298 0.881 1.139
H 0.932 4.776 -0.859
C 3.799 0.146 1.777
C 2.726 0.840 -2.646
H -2.760 -0.513 2.741
H -1.526 -1.131 5.480
Ag -0.049 -0.236 0.246
N 0.440 -1.306 2.050
H -2.449 -1.781 1.518
C 1.918 -2.037 -1.970
H -3.014 -1.086 -6.081
H 4.612 -1.824 -0.211
H -0.734 0.212 4.645
C -2.616 3.346 -1.260
Si 2.733 -0.520 -1.247
C 4.327 -0.117 3.037
H -3.646 2.937 -1.394
H -1.357 -3.717 4.506
H -0.942 6.228 -1.415
H -0.237 0.230 -3.136
C -0.309 2.968 -0.749
P -1.859 0.722 -0.714
C -0.606 -3.528 3.678
C -2.254 0.177 -2.451
C -1.237 0.057 -3.425
C 3.598 -0.881 3.934
H 5.301 -0.372 -0.861
Si -0.683 -1.753 3.237
H 3.542 0.545 -3.288
H 5.340 0.199 3.298
C 1.758 -1.018 2.389
H 0.243 -0.945 5.545
H -4.836 -0.798 -4.444
H 1.791 -1.974 4.342
H 2.602 -2.369 -2.745
H 0.454 2.275 -0.454
C -2.414 -1.523 2.592
H -3.080 -2.272 3.106
H 0.341 -3.903 4.002
H -3.796 -0.442 0.204
H -3.318 5.305 -1.711
C 2.517 -0.290 1.412
H -4.303 1.235 -0.248
C 4.540 -1.124 -1.062
C -0.083 4.332 -0.986
C -0.626 -0.842 4.903
H -0.650 -0.649 -5.314
H 0.869 -1.921 -2.425
H 1.790 0.603 -3.197
H 1.912 -2.775 -1.161
C -2.807 -0.654 -5.108
H -0.965 -4.174 2.848
C -1.149 5.171 -1.310
N 1.987 0.027 0.150
C -1.596 2.460 -0.904
H 4.835 -1.574 -2.009
C -1.518 -0.397 -4.716
H 4.044 -1.166 4.892
C -2.432 4.688 -1.492
C -3.493 0.608 0.136
C -3.836 -0.512 -4.177
C 2.355 -1.379 3.595
H 2.737 1.863 -2.237
H 4.359 0.724 1.024
C -3.589 -0.020 -2.909
H -4.335 -0.032 -2.106
*
```

## Properties
energy relative to the best compared isomer or geometry (same formula, charge and spin) = 0.000 eV
electronic energy = -58520.06333 eV
orbital gap = 5.53 eV


This record from OMol25 describes a structure of composition C25H35As3NPd. The level of theory is wB97M-V/def2-TZVPD.

The geometry in ORCA input format:
```
! wB97M-V def2-TZVPD RIJCOSX def2/J DEFGRID3
* xyz 1 1
H 3.730 1.338 -1.691
C -0.378 -4.004 -3.869
C -3.390 1.277 -2.193
H -0.707 -0.163 3.810
H 1.544 -0.089 -2.267
C -2.210 -0.155 -3.664
H 2.494 -3.169 -2.297
H -2.582 -1.836 1.880
H 1.771 -3.916 1.519
H 1.303 -3.096 3.014
As -0.243 -2.439 1.119
Pd 0.230 -0.013 -0.052
H -2.884 2.445 1.559
H -1.314 4.004 2.912
C -1.098 -2.843 -3.632
H -2.116 -2.764 -3.987
C 0.740 -1.942 -2.441
C -0.014 0.587 3.442
As 2.179 1.590 0.279
H 4.052 2.123 1.928
H -2.462 2.076 3.244
H -2.727 1.310 -0.204
H -1.500 -1.993 3.283
C -3.201 0.787 -3.471
C -2.467 1.694 2.223
H 2.897 4.586 0.379
H 0.034 1.412 4.151
C 1.480 -3.091 -2.672
H -4.196 1.968 -1.985
H 0.403 -4.527 2.469
C -0.392 4.111 2.355
C 3.521 1.215 1.647
H 2.779 2.826 -1.862
H -2.081 -0.598 -4.643
H 3.034 0.790 2.522
C 0.925 -3.629 2.142
H 4.159 2.763 -0.732
C 0.204 5.360 2.274
H 1.831 6.511 1.481
H -0.255 6.205 2.769
C 0.917 -4.133 -3.392
C -1.452 0.026 -1.341
C 0.183 3.024 1.701
H -1.713 -3.211 -0.780
C 1.376 5.531 1.552
H -1.415 -4.547 0.360
C -1.776 -2.422 2.324
H -3.829 1.104 -4.292
H -0.833 -4.814 -4.423
C 1.971 4.447 0.924
As -0.638 1.267 1.734
C 1.378 3.191 1.006
H 4.230 0.488 1.252
C 3.330 2.201 -1.161
H 0.970 0.140 3.326
H -0.171 -4.067 -0.816
H 2.194 -1.217 -1.274
C -0.554 -1.779 -2.910
H -2.129 -3.439 2.490
N 1.321 -0.882 -1.667
H 1.484 -5.036 -3.575
C -2.526 0.900 -1.173
C -0.963 -3.707 -0.168
H -3.072 0.789 2.188
C -1.374 -0.569 -2.625
*
```

## Properties
energy relative to the best compared isomer or geometry (same formula, charge and spin) = 1.215 eV
electronic energy = -213973.00068 eV
orbital gap (spin up / spin down) = 7.13 / 7.13 eV


Q: Which value of energy relative to the best compared isomer or geometry (same formula, charge and spin) does entry 3 give?
A: 0.000 eV